1.
Here is 2 unconnected molecules or ions with the total composition C4H7I2N from the OMol25 dataset. Energies are from ωB97M-V/def2-TZVPD.

Its total charge is 0. The HOMO energy (alpha / beta) is -7.57 / -7.46 eV. The HOMO-LUMO gap (alpha / beta) comes out at 7.76 / 7.43 eV. The energy above the lowest of the compared OMol25 structures with the same formula, charge and spin is 3.1957 eV.

XYZ file:
```
14
Properties=species:S:1:pos:R:3:forces:R:3:nbo_charge:R:1
C 1.138182 0.219336 -1.628096 -1.7 -2.9 2.2 0.220
C 0.310062 -0.882021 1.278498 -0.9 -3.2 -0.6 -0.711
C -1.474982 0.655178 0.393256 -4.1 0.9 1.3 -0.651
C -0.582228 -0.405196 0.166964 3.2 -1.1 -2.2 -0.158
N 1.732586 1.245647 -1.569995 1.4 2.5 -1.0 -0.625
I -0.677668 2.549075 0.959575 0.3 0.1 0.2 0.096
I -1.344135 -2.005651 -0.980574 -0.3 0.1 0.0 0.121
H 1.248421 -0.844566 -1.911593 -0.1 0.6 -0.6 0.179
H -0.287675 -0.984203 2.220518 0.6 0.4 -0.4 0.212
H 0.579552 -1.992123 0.987900 0.0 2.3 0.9 0.223
H 1.198027 -0.296691 1.370735 0.5 0.5 0.4 0.237
H -2.127874 0.289257 1.275588 0.8 1.0 -0.8 0.218
H -2.238540 0.915261 -0.374993 1.0 -0.4 0.2 0.254
H 2.526271 1.536698 -2.187782 -0.6 -0.5 0.6 0.383
```
Positions in Å, forces in eV/Å.

***

2.
Here is a gas-phase ion, C4H7INO (charge +1) from the OMol25 dataset. Energies are from ωB97M-V/def2-TZVPD.

As for the SMILES: O=C1CC[NH2+][C@@H]1I. Its total charge is +1. The HOMO energy is -14.18 eV. The HOMO-LUMO gap comes out at 9.82 eV. The energy above the lowest of the compared OMol25 structures with the same formula, charge and spin is 0.6362 eV.

XYZ file:
```
14
Properties=species:S:1:pos:R:3:forces:R:3:nbo_charge:R:1
O -1.182224 2.247813 0.080652 0.7 -0.8 0.1 -0.435
C -0.562920 1.216202 0.062355 0.1 1.0 -1.1 0.516
C 0.826337 0.983410 -0.540252 -0.9 -1.7 -0.5 -0.530
C 1.241896 -0.544442 -0.132944 -2.5 3.1 0.6 -0.215
N -0.082855 -1.218264 0.051973 -0.8 3.1 3.0 -0.517
C -1.121587 -0.051276 0.587176 0.5 -1.9 -1.0 -0.295
I -3.065426 -0.476214 -0.093795 0.0 0.0 0.1 0.297
H 0.687698 1.303256 -1.649204 1.1 -0.7 1.9 0.294
H 1.482434 1.503559 0.100678 1.0 1.6 -0.3 0.269
H 1.711596 -1.060666 -0.882897 1.7 -1.1 -1.5 0.239
H 1.743801 -0.503178 0.851225 -0.1 -0.3 -0.8 0.238
H -0.582957 -1.423335 -0.754135 -0.5 -1.2 -2.3 0.432
H -0.030940 -1.999188 0.687579 -0.3 -0.5 0.2 0.447
H -1.064848 0.022320 1.631584 -0.1 -0.5 1.6 0.261
```
Positions in Å, forces in eV/Å.

***

3.
Here is a molecular structure, C4H7INO3S from the OMol25 dataset. Energies are from ωB97M-V/def2-TZVPD.

Its total charge is -1. The HOMO energy is -4.29 eV. The HOMO-LUMO gap comes out at 7.29 eV. The energy above the lowest of the compared OMol25 structures with the same formula, charge and spin is 1.8068 eV.

XYZ file:
```
17
Properties=species:S:1:pos:R:3:forces:R:3:nbo_charge:R:1
C -0.605289 0.195856 0.427277 -1.1 1.1 0.2 0.747
C 0.686523 -1.696379 -0.466513 -0.7 -0.5 1.1 -0.621
C 1.882599 0.258492 0.517605 1.1 1.9 1.8 -0.597
C 0.656092 -0.186092 -0.279821 2.0 -0.9 0.4 -0.340
N -1.947802 0.640508 -0.907485 0.8 0.5 1.4 -0.992
O -0.629914 1.691999 0.589673 -0.1 -0.1 0.3 -0.778
O -1.176311 -0.454605 1.305524 1.3 -0.3 -0.3 -0.720
O -2.738147 2.932390 -0.260052 0.2 1.0 0.4 -0.971
S -2.271873 1.721153 0.394521 -0.1 0.2 -1.7 1.599
I -3.493940 -0.587644 -0.810813 -1.3 -1.5 -0.5 0.182
H 0.383141 -1.818715 -1.511812 -0.1 -1.0 0.4 0.209
H -0.041495 -2.088918 0.312942 0.6 0.0 -1.3 0.249
H 1.665262 -2.160956 -0.214398 -0.5 0.4 -0.6 0.192
H 2.231107 -0.451248 1.339338 -0.7 0.9 -0.9 0.197
H 2.758347 0.472315 -0.119104 -0.3 -0.7 -0.2 0.196
H 1.758569 1.327170 0.941339 -0.2 -1.8 -0.2 0.226
H 0.883137 0.204679 -1.258226 -1.1 0.9 -0.3 0.223
```
Positions in Å, forces in eV/Å.

***

4.
Here is a gas-phase ion, C4H7INO4 (charge -1) from the OMol25 dataset. Energies are from ωB97M-V/def2-TZVPD.

As for the SMILES: C[C@H](ONC(=O)[O-])[C@H](O)I. Its total charge is -1. The HOMO energy is -4.42 eV. The HOMO-LUMO gap comes out at 7.08 eV. The energy above the lowest of the compared OMol25 structures with the same formula, charge and spin is 0.0000 eV.

XYZ file:
```
17
Properties=species:S:1:pos:R:3:forces:R:3:nbo_charge:R:1
C 1.286655 0.914116 0.004642 -0.3 -0.2 0.1 -0.635
C -0.112828 0.315711 0.153880 0.4 0.0 0.4 0.008
O -0.400501 -0.624319 -0.855965 0.1 -0.6 0.0 -0.434
N 0.570747 -1.694046 -0.861443 0.3 0.2 0.1 -0.444
C 0.535549 -2.710612 0.231597 -0.2 0.6 -0.8 0.850
O 1.033557 -3.770445 -0.140773 0.4 -0.8 -0.4 -0.773
O 0.106376 -2.335759 1.316874 -0.4 0.4 0.8 -0.777
C -1.151355 1.405627 0.004797 -0.1 -0.2 -0.6 0.072
O -1.103201 2.281997 1.065208 0.1 0.3 0.4 -0.706
I -3.136643 0.482094 -0.155845 -0.1 0.2 0.1 -0.046
H 1.384117 1.418731 -0.956670 0.0 0.1 -0.1 0.188
H 1.476703 1.616724 0.811621 0.0 0.1 0.1 0.205
H 1.999224 0.095055 0.048380 0.1 0.0 0.0 0.249
H -0.198079 -0.165452 1.137900 -0.1 0.1 -0.2 0.238
H 0.471667 -2.144107 -1.764658 -0.2 0.1 0.2 0.358
H -1.035835 1.908960 -0.961635 -0.1 -0.1 0.1 0.171
H -1.726154 3.005723 0.922097 0.1 -0.2 -0.1 0.475
```
Positions in Å, forces in eV/Å.

***

5.
Here is a gas-phase ion, C4H7INS (charge +1) from the OMol25 dataset. Energies are from ωB97M-V/def2-TZVPD.

Its total charge is +1. The HOMO energy is -12.82 eV. The HOMO-LUMO gap comes out at 7.37 eV. The energy above the lowest of the compared OMol25 structures with the same formula, charge and spin is 5.7397 eV.

XYZ file:
```
14
Properties=species:S:1:pos:R:3:forces:R:3:nbo_charge:R:1
C -1.690739 0.292314 1.687313 0.1 -1.2 -0.6 -0.487
C -0.760921 -1.922513 0.113026 -1.0 -1.3 0.5 -0.050
C 0.821682 -0.408214 0.981806 0.8 1.9 -0.2 -0.351
C -0.275449 0.285788 -1.026049 -0.3 2.0 0.0 -0.463
N 0.238297 -0.923626 -0.248035 -1.8 2.5 -1.0 -0.551
S -0.259224 0.827196 2.072220 1.3 -0.9 -0.9 0.588
I -2.300626 -2.232773 -1.204795 0.4 0.1 0.0 0.373
H -2.535468 0.608942 2.266929 -0.4 0.5 0.2 0.224
H 1.004010 -1.178618 1.615091 -0.1 -2.5 2.1 0.240
H 1.821047 -0.174036 0.685842 0.7 1.6 0.1 0.235
H -0.190231 0.016246 -2.049988 0.6 0.3 -1.0 0.236
H -1.338582 0.443761 -0.907021 -0.2 -0.5 0.5 0.255
H 0.138456 1.318599 -0.705138 0.2 -2.2 -0.7 0.258
H 0.963961 -1.315045 -0.890022 -0.4 -0.2 0.9 0.492
```
Positions in Å, forces in eV/Å.

***

6.
Here is a molecular structure, C4H7IrO2 from the OMol25 dataset. Energies are from ωB97M-V/def2-TZVPD.

Its total charge is +2. Its expectation value of S² is 6.019. The HOMO energy (alpha / beta) is -19.44 / -20.36 eV. The HOMO-LUMO gap (alpha / beta) comes out at 9.37 / 6.97 eV. The energy above the lowest of the compared OMol25 structures with the same formula, charge and spin is 1.0504 eV. As for the multiplicity: 5.

XYZ file:
```
14
Properties=species:S:1:pos:R:3:forces:R:3:mulliken_spin:R:1
H 0.696042 -2.284817 -1.551643 -1.2 0.7 -0.3 0.170
O 1.810898 -1.442141 -0.698028 0.2 -0.2 0.5 0.450
C 1.662995 -0.465389 0.019559 -0.4 -0.2 0.1 0.004
C 0.619739 0.582042 -0.184792 0.3 0.3 -0.2 0.010
C -0.420330 0.603771 0.944861 -0.3 0.7 1.3 0.006
C -1.818531 0.550853 0.420497 1.1 1.2 -1.8 0.001
O -2.203726 -0.340313 -0.319446 -0.2 -1.0 -0.8 0.089
Ir -0.981946 -1.654928 -1.706898 0.6 -0.3 0.8 3.193
H 2.291621 -0.382936 0.929559 0.3 -0.1 -0.4 0.052
H 0.169813 0.425026 -1.174487 0.2 0.2 0.0 -0.003
H 1.168325 1.541603 -0.196676 -0.2 -0.2 -0.2 0.011
H -0.355470 1.565999 1.485295 0.2 -0.6 0.0 0.001
H -0.288061 -0.220371 1.656611 0.0 0.1 0.1 0.001
H -2.351368 1.521599 0.375589 -0.7 -0.6 0.9 0.012
```
Positions in Å, forces in eV/Å.

***

7.
Here is a molecular structure, C4H7LiO2Pb from the OMol25 dataset. Energies are from ωB97M-V/def2-TZVPD.

Its total charge is +1. Its expectation value of S² is 0.752. The HOMO energy (alpha / beta) is -9.30 / -9.29 eV. The HOMO-LUMO gap (alpha / beta) comes out at 4.06 / 4.06 eV. The energy above the lowest of the compared OMol25 structures with the same formula, charge and spin is 5.4903 eV. As for the multiplicity: 2.

XYZ file:
```
15
Properties=species:S:1:pos:R:3:forces:R:3:mulliken_spin:R:1
H 0.168760 -1.026059 1.588518 0.1 1.1 -2.5 0.040
C 0.536643 -0.268135 -0.709043 -1.7 -1.1 0.7 -0.011
C -0.311954 -0.945182 0.354634 2.4 2.6 3.1 0.147
C -1.382550 0.075731 0.369468 -0.9 -1.6 -0.8 0.014
C -0.938457 1.489450 0.206995 -1.4 -0.3 0.3 -0.003
O 0.421683 1.391273 -0.117114 -0.3 -1.5 -1.4 -0.005
O 1.855151 -0.353669 -0.650890 2.3 -1.6 -0.5 -0.004
Li 3.535199 -0.966324 -0.243143 -0.3 -0.7 -0.5 0.002
Pb 2.429884 1.455701 0.229560 1.9 3.0 1.8 0.007
H 0.151877 -0.395928 -1.734935 0.0 0.3 0.6 -0.010
H -1.482738 -2.301810 -0.410655 -0.8 -0.6 -0.5 0.854
H -0.059671 -2.009324 0.382320 -1.6 -0.2 -0.8 -0.014
H -2.431577 -0.184581 0.232119 0.3 0.2 0.0 -0.017
H -1.053359 2.054675 1.149785 0.3 0.3 -0.3 0.000
H -1.438894 1.984179 -0.647617 -0.3 0.1 0.8 0.001
```
Positions in Å, forces in eV/Å.

***

8.
Here is a molecular structure, C4H7N from the OMol25 dataset. Energies are from ωB97M-V/def2-TZVPD.

Its total charge is 0. The HOMO energy is -7.68 eV. The HOMO-LUMO gap comes out at 7.75 eV. The energy above the lowest of the compared OMol25 structures with the same formula, charge and spin is 4.6714 eV.

XYZ file:
```
12
Properties=species:S:1:pos:R:3:forces:R:3:nbo_charge:R:1
N 2.304864 0.587106 0.589744 1.0 1.6 -2.4 -0.657
C 1.091145 0.126341 0.087529 -2.8 -2.4 2.9 -0.197
C -0.130948 0.702653 0.141646 0.3 0.4 0.1 -0.300
C -1.341130 -0.009146 -0.162654 -1.1 0.0 0.8 -0.215
C -1.503218 -1.310216 -0.401719 0.2 -0.2 -0.2 -0.404
H 2.229908 1.593247 0.798944 -0.1 -0.2 0.3 0.329
H 1.828072 0.748565 -0.650208 2.4 0.3 0.5 0.441
H 1.074117 -0.963474 0.083391 0.3 0.1 -1.0 0.217
H -0.127800 1.730663 0.481334 -0.5 0.2 -0.2 0.198
H -2.281519 0.490018 0.052423 0.1 0.7 -0.9 0.207
H -0.700945 -2.008325 -0.226255 0.2 -0.3 -0.6 0.179
H -2.442546 -1.687432 -0.794175 0.0 -0.1 0.6 0.203
```
Positions in Å, forces in eV/Å.

***

9.
Here is 2 unconnected molecules or ions with the total composition C4H7N from the OMol25 dataset. Energies are from ωB97M-V/def2-TZVPD.

Its total charge is 0. The HOMO energy (alpha / beta) is -8.53 / -7.49 eV. The HOMO-LUMO gap (alpha / beta) comes out at 9.34 / 7.93 eV. The energy above the lowest of the compared OMol25 structures with the same formula, charge and spin is 6.8157 eV.

XYZ file:
```
12
Properties=species:S:1:pos:R:3:forces:R:3:nbo_charge:R:1
C 0.196043 -0.327553 -0.111698 0.2 0.4 0.6 -0.143
C -0.290997 -0.321178 1.172185 0.4 -0.2 -1.2 0.248
C 1.537528 0.721543 -2.425228 -1.6 1.1 0.9 -0.504
C -1.492072 -0.089589 1.988958 0.0 -1.6 -4.2 -0.662
N 0.967038 -0.639198 1.115234 -0.7 0.0 0.5 -0.333
H 0.041170 -0.919195 -0.972906 -0.1 -0.6 -0.6 0.185
H 0.641250 0.272567 -2.706228 -1.7 -0.3 -0.6 0.139
H 2.301051 0.190456 -2.853080 2.6 -0.5 -0.3 0.166
H 1.421224 1.405390 -1.594729 0.9 0.0 -0.3 0.189
H -2.387739 -0.450214 1.450584 0.3 1.1 -0.4 0.235
H -1.431527 0.896615 2.207005 -0.6 3.1 1.1 0.248
H -1.502970 -0.739644 2.729905 0.4 -2.3 4.4 0.232
```
Positions in Å, forces in eV/Å.

***

10.
Here is C4H7N in the gas phase from the OMol25 dataset. Energies are from ωB97M-V/def2-TZVPD.

As for the SMILES: CCCC#N. Its total charge is 0. The HOMO energy is -11.50 eV. The HOMO-LUMO gap comes out at 12.30 eV. The energy above the lowest of the compared OMol25 structures with the same formula, charge and spin is 0.8730 eV.

XYZ file:
```
12
Properties=species:S:1:pos:R:3:forces:R:3:nbo_charge:R:1
C 1.110563 0.257959 0.361971 1.9 -2.2 -1.3 -0.603
C -0.014910 -0.258050 -0.537242 0.2 0.1 0.4 -0.395
C -1.351403 0.112129 0.038353 1.1 2.7 2.1 -0.477
C -1.803591 1.580641 -0.001511 0.5 -0.1 1.2 0.272
N -2.264339 2.634495 0.148598 0.6 -1.2 -0.5 -0.335
H 0.992522 1.273444 0.596151 0.0 1.5 0.2 0.212
H 2.139116 0.072957 -0.163427 -1.8 0.5 1.0 0.215
H 1.130060 -0.326565 1.281893 0.1 0.1 0.2 0.201
H -0.037251 -1.373033 -0.423754 0.4 0.8 -1.2 0.217
H 0.105458 0.244839 -1.489615 0.1 -0.9 -0.7 0.216
H -2.199908 -0.285760 -0.372510 -1.8 -2.1 -1.1 0.240
H -1.164945 -0.229760 1.085143 -1.3 0.7 -0.3 0.238
```
Positions in Å, forces in eV/Å.

***

11.
Here is C4H7N in the gas phase from the OMol25 dataset. Energies are from ωB97M-V/def2-TZVPD.

Its total charge is 0. The HOMO energy (alpha / beta) is -8.37 / -8.94 eV. The HOMO-LUMO gap (alpha / beta) comes out at 8.87 / 9.48 eV. The energy above the lowest of the compared OMol25 structures with the same formula, charge and spin is 3.9135 eV.

XYZ file:
```
12
Properties=species:S:1:pos:R:3:forces:R:3:nbo_charge:R:1
C -0.394496 -0.289805 0.203324 0.5 -1.6 2.5 0.199
C 0.616396 0.375809 -0.565106 2.5 3.7 -1.7 -0.527
C 1.876680 -0.184617 0.093729 -0.2 -1.6 2.7 -0.217
C -1.866972 -0.068140 0.111412 1.0 0.4 3.0 -0.667
N 0.182930 -1.024929 1.141611 0.7 2.5 -2.8 -0.335
H 0.624104 0.483112 -1.710600 -0.3 -0.8 1.5 0.227
H 0.695647 1.490988 -0.275297 -0.8 -1.3 -0.3 0.227
H 2.310271 -1.152841 -0.184494 -0.3 0.5 -0.3 0.200
H 2.614479 0.406898 0.789605 -1.9 -0.9 -1.5 0.209
H -2.250821 -0.664735 -0.619649 -1.4 -1.7 -2.0 0.226
H -2.127007 0.944002 -0.100111 0.0 0.9 -0.2 0.221
H -2.281210 -0.315746 1.115575 0.0 0.0 -0.8 0.236
```
Positions in Å, forces in eV/Å.

***

12.
Here is a gas-phase ion, C4H7N2 (charge +1) from the OMol25 dataset. Energies are from ωB97M-V/def2-TZVPD.

As for the SMILES: C[N@+]12C[C@H]1C=N2. Its total charge is +1. The HOMO energy is -16.16 eV. The HOMO-LUMO gap comes out at 11.80 eV. The energy above the lowest of the compared OMol25 structures with the same formula, charge and spin is 5.2554 eV.

XYZ file:
```
13
Properties=species:S:1:pos:R:3:forces:R:3:nbo_charge:R:1
C -0.856934 -0.915256 1.128280 0.5 -1.2 0.6 -0.415
N 0.062595 -0.292719 0.180980 -0.5 -1.7 -1.5 -0.092
C 0.996795 0.756817 0.387506 -1.4 1.7 2.3 -0.190
C -0.031351 0.955392 -0.656070 -1.5 1.1 -0.2 -0.094
C 0.267901 0.060080 -1.809088 0.1 0.2 -1.8 0.091
N 0.397540 -1.036002 -1.166329 -0.1 0.2 0.9 -0.130
H -0.563478 -1.968415 1.484325 0.2 1.8 -0.8 0.274
H -0.920962 -0.241492 1.963804 -0.2 0.1 0.5 0.238
H -1.795850 -1.001215 0.638695 -0.9 -0.1 -0.3 0.240
H 1.054409 1.209517 1.402671 -1.0 0.0 -0.9 0.278
H 1.921722 0.589689 0.080150 4.1 -1.0 -1.5 0.237
H -0.860603 1.695358 -0.682567 0.6 -0.7 0.6 0.285
H 0.328216 0.188245 -2.952357 0.1 -0.2 2.1 0.278
```
Positions in Å, forces in eV/Å.